(1)
Below is 9 unconnected molecules or ions with the total composition C27H81O36P9 in a non-equilibrium geometry, with properties calculated with wB97M-V/def2-TZVPD.

Structure (ORCA input):
```
! RIJCOSX wB97M-V def2-TZVPD def2/J DEFGRID3
* xyz 0 1
C 0.806 -6.895 -7.112
O 0.912 -6.293 -8.353
P 2.280 -6.208 -9.236
O 2.103 -6.089 -10.701
O 3.007 -4.934 -8.635
C 2.845 -3.669 -9.107
O 3.202 -7.455 -8.790
C 4.393 -7.646 -9.416
H 0.647 -6.076 -6.410
H 1.720 -7.265 -6.646
H -0.034 -7.581 -7.002
H 1.952 -3.574 -9.726
H 3.749 -3.299 -9.590
H 2.612 -2.901 -8.370
H 5.122 -8.001 -8.687
H 4.748 -6.680 -9.773
H 4.315 -8.367 -10.230
C -5.133 -4.507 -7.962
O -4.843 -4.414 -6.524
P -5.630 -5.409 -5.487
O -5.553 -6.801 -5.888
O -7.081 -4.608 -5.439
C -8.120 -5.068 -6.266
O -4.942 -5.016 -4.059
C -5.419 -5.198 -2.750
H -6.197 -4.555 -8.189
H -4.708 -5.390 -8.439
H -4.499 -3.732 -8.394
H -8.258 -4.452 -7.154
H -9.041 -5.427 -5.805
H -7.700 -6.007 -6.624
H -6.506 -5.251 -2.817
H -5.362 -4.299 -2.137
H -5.021 -6.052 -2.202
C 7.730 -8.699 1.509
O 6.427 -8.585 0.941
P 5.986 -7.923 -0.487
O 4.575 -7.538 -0.720
O 6.491 -9.143 -1.497
C 6.161 -9.314 -2.874
O 7.135 -6.822 -0.767
C 7.174 -5.588 -0.129
H 8.600 -8.656 0.854
H 7.689 -9.654 2.032
H 7.815 -7.918 2.265
H 5.460 -8.603 -3.310
H 5.653 -10.268 -3.014
H 7.102 -9.225 -3.418
H 6.194 -5.327 0.269
H 7.415 -4.752 -0.787
H 7.850 -5.596 0.726
C -5.088 9.686 1.179
O -5.353 9.566 2.557
P -5.713 8.158 3.132
O -4.752 7.026 3.125
O -6.334 8.716 4.615
C -6.044 8.102 5.849
O -7.104 7.819 2.357
C -7.488 6.442 2.288
H -5.683 10.450 0.679
H -4.852 8.821 0.558
H -4.063 10.034 1.310
H -6.892 7.665 6.376
H -5.628 8.810 6.565
H -5.207 7.409 5.769
H -7.056 5.913 3.137
H -7.478 5.855 1.370
H -8.558 6.432 2.499
C -4.896 0.816 -5.422
O -5.230 0.231 -4.186
P -6.594 0.646 -3.464
O -6.657 1.976 -2.799
O -7.715 0.634 -4.688
C -8.677 1.723 -4.959
O -6.927 -0.598 -2.410
C -7.562 -0.377 -1.211
H -5.776 1.105 -5.995
H -4.265 0.130 -5.988
H -4.305 1.686 -5.137
H -8.672 2.128 -5.971
H -8.554 2.521 -4.226
H -9.660 1.295 -4.761
H -8.561 -0.811 -1.161
H -7.688 0.627 -0.806
H -6.932 -0.765 -0.410
C 10.669 6.061 6.925
O 9.215 6.112 7.027
P 8.452 4.662 7.313
O 8.617 3.684 6.225
O 9.060 4.343 8.797
C 8.773 3.059 9.401
O 6.890 5.134 7.651
C 5.908 4.094 7.454
H 11.196 6.418 7.809
H 10.893 6.606 6.008
H 10.972 5.021 6.802
H 9.633 2.842 10.035
H 8.682 2.385 8.549
H 7.925 2.758 10.015
H 6.279 3.084 7.281
H 5.175 4.334 6.684
H 5.271 4.016 8.335
C -0.327 -1.897 -1.372
O 0.472 -1.213 -0.464
P -0.134 -0.224 0.664
O -1.550 -0.578 1.082
O 1.052 -0.206 1.812
C 2.496 0.025 1.596
O 0.002 1.225 -0.082
C -1.122 2.115 -0.043
H -0.863 -1.190 -2.005
H -1.085 -2.483 -0.852
H 0.297 -2.587 -1.940
H 2.547 0.606 0.675
H 3.232 -0.773 1.493
H 2.921 0.641 2.389
H -1.017 2.916 -0.775
H -1.191 2.396 1.008
H -1.925 1.466 -0.393
C -6.038 2.354 6.069
O -6.818 1.885 7.236
P -8.441 1.806 7.147
O -8.891 1.167 5.869
O -8.742 0.956 8.507
C -8.379 1.505 9.766
O -8.989 3.280 7.404
C -10.283 3.785 7.155
H -5.648 3.323 6.378
H -6.651 2.322 5.168
H -5.170 1.751 5.803
H -7.430 2.035 9.833
H -8.202 0.685 10.462
H -9.174 1.998 10.326
H -10.292 4.536 6.365
H -10.661 4.261 8.060
H -10.838 2.927 6.775
C 10.888 3.064 -1.759
O 10.099 3.677 -0.744
P 8.552 3.220 -0.443
O 7.739 3.435 -1.639
O 8.617 1.722 0.121
C 9.408 1.462 1.257
O 8.115 4.226 0.776
C 8.318 5.619 0.703
H 10.361 2.235 -2.231
H 11.688 2.572 -1.206
H 11.310 3.702 -2.535
H 8.911 1.112 2.162
H 9.963 2.369 1.499
H 10.283 0.827 1.120
H 9.053 5.985 1.420
H 7.427 6.217 0.896
H 8.639 5.992 -0.269
*
```

Properties
Maximum force in Eh/bohr: 0.084
Gap between HOMO and LUMO in eV: 10.79
SMILES string: COP(=O)(OC)OC.COP(=O)(OC)OC.COP(=O)(OC)OC.COP(=O)(OC)OC.COP(=O)(OC)OC.COP(=O)(OC)OC.COP(=O)(OC)OC.COP(=O)(OC)OC.COP(=O)(OC)OC


(2)
Below is 20 unconnected molecules or ions with the total composition C28H16Cl76F9N3OSi2 in a non-equilibrium geometry, with properties calculated with wB97M-V/def2-TZVPD.

Structure (ORCA input):
```
! RIJCOSX wB97M-V def2-TZVPD def2/J DEFGRID3
* xyz 0 1
N 7.129 -2.325 -4.461
C 6.383 -1.338 -4.160
N 5.647 -1.402 -2.946
N 6.340 -0.193 -5.034
C 6.974 1.003 -4.471
C 6.099 1.970 -3.652
C 5.313 2.937 -4.547
C 3.862 2.480 -4.859
Si 2.689 3.713 -4.090
O 1.054 3.393 -4.369
Si 0.312 2.973 -2.933
C -1.602 2.742 -3.167
F -2.085 3.949 -3.535
F -2.087 2.341 -1.971
C -1.923 1.712 -4.288
F -2.329 2.395 -5.371
F -0.822 1.023 -4.640
C -3.073 0.737 -3.931
F -4.082 1.348 -3.299
F -3.578 0.281 -5.105
C -2.612 -0.548 -3.175
F -2.089 -1.429 -4.033
F -3.712 -1.125 -2.656
F -1.732 -0.265 -2.209
H 7.579 -2.089 -5.338
H 6.163 -0.944 -2.203
H 4.791 -0.866 -3.039
H 5.385 0.003 -5.307
H 7.825 0.703 -3.871
H 7.375 1.572 -5.305
H 6.810 2.568 -3.088
H 5.482 1.423 -2.947
H 5.328 3.927 -4.093
H 5.874 3.026 -5.469
H 3.740 1.464 -4.506
H 3.735 2.524 -5.936
H 2.960 3.735 -2.631
H 2.982 5.058 -4.611
H 0.459 4.090 -1.991
H 0.813 1.689 -2.411
C 0.405 -3.184 0.017
Cl -0.692 -2.139 -0.895
Cl 1.930 -3.366 -0.856
Cl 0.718 -2.471 1.606
Cl -0.381 -4.754 0.221
C -3.393 4.769 0.624
Cl -4.171 3.775 -0.615
Cl -4.045 4.324 2.202
Cl -1.646 4.488 0.599
Cl -3.714 6.477 0.313
C 10.546 -4.594 -5.139
Cl 12.258 -4.652 -5.592
Cl 9.700 -3.530 -6.265
Cl 9.884 -6.230 -5.221
Cl 10.391 -3.962 -3.497
C 7.311 -2.367 0.609
Cl 8.263 -2.415 2.095
Cl 7.643 -3.802 -0.359
Cl 5.594 -2.309 1.018
Cl 7.732 -0.924 -0.335
C -8.200 6.161 -0.604
Cl -6.884 5.240 0.123
Cl -7.757 6.590 -2.259
Cl -9.675 5.187 -0.618
Cl -8.473 7.634 0.334
C -5.784 1.681 5.043
Cl -4.616 0.435 5.494
Cl -6.046 1.653 3.300
Cl -7.313 1.383 5.875
Cl -5.161 3.267 5.507
C 11.521 0.144 1.146
Cl 12.458 1.241 0.127
Cl 10.991 -1.241 0.188
Cl 12.525 -0.418 2.486
Cl 10.112 0.998 1.787
C 8.069 -9.612 -7.131
Cl 7.998 -11.376 -7.085
Cl 8.788 -9.096 -8.660
Cl 6.443 -8.941 -6.988
Cl 9.064 -9.034 -5.790
C -3.406 -7.280 -0.383
Cl -4.214 -5.949 0.448
Cl -3.342 -6.937 -2.114
Cl -1.761 -7.431 0.247
Cl -4.295 -8.780 -0.110
C 6.005 -14.461 -4.819
Cl 4.633 -14.186 -3.745
Cl 5.688 -13.705 -6.384
Cl 7.459 -13.752 -4.110
Cl 6.244 -16.197 -5.040
C -5.491 5.027 9.562
Cl -4.260 5.789 8.547
Cl -6.268 3.732 8.636
Cl -4.727 4.347 11.001
Cl -6.667 6.254 10.051
C -9.224 5.446 5.763
Cl -10.009 3.879 5.993
Cl -8.253 5.411 4.287
Cl -10.460 6.702 5.627
Cl -8.184 5.789 7.151
C -4.706 9.818 -2.095
Cl -3.260 10.575 -2.772
Cl -4.537 9.708 -0.337
Cl -6.123 10.794 -2.489
Cl -4.902 8.201 -2.774
C -6.116 -2.454 1.581
Cl -4.884 -2.078 0.370
Cl -7.280 -3.603 0.908
Cl -5.346 -3.164 3.005
Cl -6.957 -0.972 2.045
C 10.872 -1.363 -9.866
Cl 11.460 -2.497 -8.649
Cl 12.126 -1.084 -11.080
Cl 9.436 -2.034 -10.647
Cl 10.455 0.168 -9.087
C -8.860 2.860 11.733
Cl -7.972 1.361 11.454
Cl -7.966 3.875 12.868
Cl -9.065 3.716 10.201
Cl -10.448 2.483 12.416
C -10.913 -5.246 1.680
Cl -11.679 -3.663 1.833
Cl -12.153 -6.488 1.486
Cl -9.851 -5.250 0.268
Cl -9.960 -5.582 3.128
C -0.572 6.219 9.848
Cl -1.734 7.249 10.692
Cl -0.427 6.752 8.169
Cl 1.001 6.335 10.642
Cl -1.126 4.542 9.884
C -7.658 -2.378 13.513
Cl -8.407 -3.970 13.668
Cl -6.608 -2.357 12.091
Cl -8.909 -1.148 13.330
Cl -6.700 -2.034 14.956
*
```

Properties
Maximum force in Eh/bohr: 0.049
Gap between HOMO and LUMO in eV: 9.26


(3)
Below is a molecular structure, C28H18BrClN3O7S2SiW, with properties calculated with wB97M-V/def2-TZVPD.

Structure (ORCA input):
```
! RIJCOSX wB97M-V def2-TZVPD def2/J DEFGRID3
* xyz 1 1
W 0.779 -1.417 0.240
S 1.015 -0.826 2.555
C -0.318 -1.854 2.957
S -0.590 -2.841 1.552
C -1.073 -1.823 4.069
C -0.791 -0.864 5.094
N -0.580 -0.078 5.904
C -2.203 -2.693 4.191
N -3.103 -3.406 4.231
O -0.357 -0.144 -0.161
Si -1.579 1.065 -0.662
C -2.386 0.154 -2.044
C -3.041 -1.060 -1.793
C -3.613 -1.780 -2.828
C -3.536 -1.298 -4.129
C -2.888 -0.101 -4.395
C -2.315 0.622 -3.359
C -0.556 2.523 -1.111
C -0.814 3.756 -0.506
C -0.072 4.877 -0.850
C 0.938 4.774 -1.795
C 1.210 3.553 -2.401
C 0.465 2.435 -2.063
C -2.533 1.164 0.911
C -1.851 1.438 2.104
C -2.518 1.434 3.319
C -3.881 1.165 3.354
C -4.576 0.912 2.180
C -3.906 0.909 0.964
H -3.111 -1.441 -0.779
H -4.123 -2.713 -2.624
H -3.987 -1.858 -4.938
H -2.836 0.274 -5.409
H -1.821 1.563 -3.574
H -1.594 3.843 0.241
H -0.281 5.828 -0.379
H 1.517 5.648 -2.063
H 1.998 3.477 -3.138
H 0.682 1.489 -2.550
H -0.789 1.664 2.086
H -1.981 1.645 4.235
H -4.404 1.161 4.302
H -5.639 0.713 2.211
H -4.457 0.703 0.054
Br 7.963 -3.891 0.664
C 6.841 -2.387 0.645
C 7.391 -1.106 0.731
N 6.665 0.007 0.725
C 5.350 -0.109 0.630
C 4.716 -1.348 0.536
C 5.476 -2.520 0.545
C 3.280 -1.424 0.433
O 2.531 -0.358 0.382
O 2.617 -2.509 0.382
H 8.466 -0.985 0.809
H 4.772 0.808 0.629
H 5.002 -3.490 0.475
O -0.046 -2.557 -3.280
Cl 0.896 -2.699 -2.265
O 1.919 -3.620 -2.488
O 0.214 -3.041 -0.925
O 1.446 -1.366 -1.833
*
```

Properties
Maximum force in Eh/bohr: 0.012
Gap between HOMO and LUMO in eV: 6.71